# 1
{
  "formula": "C32H35N4O3S",
  "method": "the ωB97M-V functional and the def2-TZVPD basis",
  "lumo_energy_ev": -5.430,
  "multiplicity": 1,
  "gap_ev": 3.6,
  "total_charge": 1,
  "de_lowest_kcal_mol": 0.0,
  "symbols": ["H", "H", "H", "H", "H", "C", "O", "O", "H", "C", "C", "H", "H", "C", "C", "H", "C", "C", "S", "H", "C", "C", "C", "C", "H", "C", "C", "C", "H", "C", "H", "C", "H", "H", "H", "C", "N", "C", "H", "H", "H", "H", "H", "H", "C", "H", "H", "C", "C", "C", "C", "H", "C", "C", "C", "C", "H", "H", "H", "C", "N", "H", "N", "O", "H", "H", "H", "N", "H", "C", "C", "H", "C", "H", "C"],
  "positions_angstrom": [[6.104, 3.669, -0.469], [2.232, -0.247, 0.448], [0.414, 5.612, 0.937], [2.277, -6.808, 1.250], [0.669, -4.709, 2.075], [-6.505, 1.103, -1.352], [-4.627, -4.691, 0.032], [-4.062, 3.792, 0.522], [1.043, 3.646, -1.475], [6.697, 1.609, -0.244], [0.341, -4.481, -0.093], [4.562, -0.988, 0.338], [-7.176, 1.410, -2.155], [1.524, 1.753, 0.193], [-4.755, 0.334, 0.693], [-0.256, 4.417, 2.094], [2.527, 0.788, 0.255], [3.927, 1.071, 0.092], [2.980, -4.585, 0.619], [5.305, -4.586, 0.033], [-0.073, -4.661, 1.274], [-1.409, -4.752, 1.601], [3.120, -6.418, 0.674], [-2.768, 1.188, -0.604], [-1.746, 6.429, 0.672], [-5.131, 1.305, -1.489], [-2.022, -4.545, -0.766], [6.249, 0.298, -0.019], [-3.293, 5.934, -0.071], [4.399, -4.272, -0.497], [-0.215, 0.512, 0.569], [-7.008, 0.512, -0.185], [-6.508, -0.337, 1.749], [4.428, -3.198, -0.710], [4.239, -4.860, -1.408], [-2.874, 3.522, 0.358], [9.233, 2.127, -0.559], [5.762, 2.648, -0.296], [1.829, 2.781, 0.001], [-4.055, 0.049, 1.480], [-2.562, 1.623, -1.594], [-2.810, -4.512, -1.516], [-0.603, 3.737, -2.132], [-2.210, 0.242, -0.527], [-2.215, 2.147, 0.449], [3.714, 3.231, -0.175], [-2.392, 1.732, 1.459], [4.408, 2.393, -0.131], [8.094, 1.891, -0.417], [0.284, 4.543, 1.146], [-6.131, 0.126, 0.836], [-1.737, -4.868, 2.632], [-4.255, 0.931, -0.466], [-0.537, 3.896, 0.022], [0.075, 4.139, -1.366], [-2.396, -4.686, 0.591], [1.268, 4.080, 1.248], [-4.716, 1.783, -2.378], [0.205, 5.217, -1.524], [0.160, 1.518, 0.355], [-3.770, -4.732, 0.944], [6.985, -0.506, 0.021], [-1.896, 4.423, 0.049], [-4.071, -4.811, 2.158], [-0.384, -4.337, -2.147], [-1.845, 6.185, -1.090], [-8.081, 0.353, -0.074], [-0.793, 2.468, 0.272], [3.095, -6.787, -0.357], [4.899, 0.033, 0.150], [-0.689, -4.443, -1.103], [1.982, -4.181, -1.491], [1.686, -4.351, -0.458], [4.067, -6.666, 1.167], [-2.207, 5.823, -0.119]]
}

# 2
{
  "formula": "C32H35N6OPS3Y",
  "method": "the ωB97M-V functional and the def2-TZVPD basis",
  "lumo_energy_ev": 2.514,
  "multiplicity": 1,
  "gap_ev": 7.2,
  "total_charge": -1,
  "de_lowest_kcal_mol": 16.2,
  "symbols": ["C", "H", "N", "H", "C", "H", "S", "C", "C", "C", "H", "N", "H", "H", "C", "H", "N", "H", "H", "C", "Y", "C", "H", "P", "H", "H", "C", "C", "H", "H", "N", "H", "H", "C", "S", "H", "C", "O", "S", "H", "C", "H", "C", "C", "C", "N", "H", "H", "N", "H", "H", "C", "H", "C", "C", "H", "C", "H", "H", "H", "C", "C", "C", "H", "C", "C", "C", "C", "H", "C", "C", "H", "H", "H", "C", "C", "C", "H", "H"],
  "positions_angstrom": [[3.368, -3.884, 2.343], [0.459, -1.606, -3.936], [0.465, -0.553, 2.975], [-5.504, -0.844, -4.456], [5.018, 1.765, -1.010], [-1.892, -4.169, 0.486], [-1.060, 2.502, -2.194], [-1.230, -3.368, 0.142], [-0.836, 1.318, 2.889], [-3.257, 2.633, 0.035], [0.518, -4.575, 0.346], [-1.850, 2.074, 3.450], [-0.017, 0.303, -2.354], [1.024, -3.731, -2.848], [-3.945, 1.408, -2.448], [3.870, -4.080, 1.402], [0.652, -0.443, -2.153], [-0.433, -2.929, 1.988], [-1.665, -1.936, 1.570], [-5.959, 1.253, -4.383], [0.833, -0.461, 0.493], [-3.316, 4.706, 1.276], [6.119, 1.124, 0.707], [-2.543, 1.575, -1.277], [-3.728, -0.699, -2.722], [-4.401, 3.508, -2.390], [-4.264, 0.190, -3.037], [6.170, 1.680, -0.220], [-4.685, 1.150, 0.646], [2.242, -2.512, -2.462], [0.987, -2.950, -0.871], [-6.190, 3.370, -4.080], [-2.915, 5.695, 1.464], [-2.761, 3.910, 0.274], [-0.104, 1.989, 1.466], [8.328, 3.489, -2.114], [6.270, 3.099, -2.601], [2.281, -2.077, 1.313], [-2.220, -0.224, -0.438], [0.417, -1.377, 4.802], [3.791, 1.125, -0.604], [-2.311, 2.706, 2.814], [2.482, -2.779, 2.381], [3.597, -4.669, 3.453], [2.090, -3.326, 4.722], [-0.856, -2.432, 1.210], [-6.738, 1.194, -5.135], [-1.923, 4.258, -0.317], [-0.567, 0.223, 3.545], [-5.692, 2.568, 2.407], [-2.442, 1.569, 4.090], [5.089, 2.485, -2.207], [8.230, 2.216, 0.013], [0.323, -1.684, -2.854], [-4.373, 4.229, 2.039], [1.559, -0.084, -2.436], [-4.647, 2.551, -2.836], [-0.732, -1.905, -2.665], [4.199, 2.560, -2.819], [6.300, 3.652, -3.533], [7.350, 2.294, -0.615], [1.198, -2.796, -2.305], [-5.650, 2.475, -3.792], [4.288, -5.501, 3.381], [2.753, 0.581, -0.249], [1.839, -2.509, 3.611], [0.036, -3.969, -0.428], [0.874, -1.426, 3.813], [1.856, -3.047, -0.363], [2.956, -4.400, 4.670], [7.407, 3.007, -1.808], [-0.225, -4.645, -1.250], [3.129, -5.015, 5.543], [1.578, -3.089, 5.650], [-5.265, 0.112, -4.004], [-4.315, 2.155, 0.812], [-4.873, 2.949, 1.806], [-1.757, -2.805, -0.628], [-4.803, 4.848, 2.818]]
}

# 3
{
  "formula": "C32H36BrCsN9O5S4",
  "method": "the ωB97M-V functional and the def2-TZVPD basis",
  "lumo_energy_ev": -2.609,
  "multiplicity": 1,
  "gap_ev": 7.9,
  "total_charge": 1,
  "de_lowest_kcal_mol": 15.2,
  "symbols": ["H", "C", "C", "N", "C", "C", "C", "O", "C", "H", "H", "Br", "C", "H", "H", "H", "H", "C", "C", "N", "N", "N", "H", "C", "C", "H", "C", "C", "H", "H", "C", "C", "N", "H", "S", "H", "H", "C", "C", "H", "N", "H", "N", "O", "C", "H", "H", "O", "C", "C", "O", "C", "C", "N", "C", "H", "C", "H", "H", "S", "S", "C", "C", "O", "H", "H", "H", "H", "H", "C", "H", "H", "H", "C", "C", "C", "H", "C", "Cs", "H", "H", "H", "N", "C", "H", "H", "S", "H"],
  "positions_angstrom": [[-3.783, -0.777, 4.546], [-0.821, 4.223, -0.082], [-1.168, -6.533, 2.045], [-3.870, -0.477, -2.933], [0.166, 4.895, 2.342], [-2.528, -0.305, 2.861], [3.687, -0.646, -1.687], [-0.160, -0.737, 2.693], [2.195, -1.611, -2.977], [-1.427, -1.741, 3.994], [-5.518, -1.639, -3.515], [0.868, 5.268, 4.054], [-3.625, -2.539, -4.089], [-1.344, -6.944, -0.072], [1.739, -4.822, -0.428], [1.110, -9.244, 4.820], [1.516, -4.579, 1.302], [-1.989, -2.957, -0.377], [6.374, 1.845, 1.641], [-1.072, -4.883, 0.199], [2.370, -1.001, -1.848], [3.285, 0.368, 0.515], [0.250, 2.768, 2.626], [-0.807, -6.265, 0.582], [3.720, 1.637, 2.646], [-4.347, 0.307, -2.517], [-2.549, -0.398, -3.120], [-3.744, -0.382, 3.538], [0.259, -6.426, 0.435], [-0.053, 6.950, 1.762], [-0.685, 5.567, 0.232], [0.054, -9.499, 4.743], [-3.540, -4.901, -0.135], [-3.650, -3.609, -3.897], [-1.587, 0.901, -2.776], [-0.053, -10.364, 4.092], [-2.222, -6.779, 2.160], [-0.004, 3.577, 1.949], [-0.746, -8.319, 4.203], [7.384, 1.929, 1.262], [-0.490, 3.244, 0.758], [-0.315, -9.765, 5.732], [-2.430, 0.166, 1.625], [-3.633, -6.032, 0.310], [4.705, 2.301, 3.348], [-1.098, -0.059, 4.416], [6.130, 0.443, -0.916], [-4.486, -4.213, -0.480], [-4.790, 0.564, 1.615], [6.014, 2.401, 2.853], [-0.390, -9.004, 1.690], [-2.270, -4.265, -0.101], [4.506, -1.005, -2.718], [5.358, 0.532, -0.279], [-4.890, 0.056, 2.904], [-5.660, 0.930, 1.087], [-4.514, -1.774, -3.114], [-2.685, -2.178, -0.638], [-1.803, -8.560, 4.084], [-0.141, -7.902, 2.580], [3.607, -1.805, -3.927], [4.065, 1.068, 1.421], [5.375, 1.182, 0.939], [1.199, -7.378, 2.694], [-0.970, 6.326, -0.482], [-3.405, 0.996, 0.022], [-3.899, -2.350, -5.125], [-0.906, -5.681, 2.674], [5.566, -0.847, -2.829], [1.323, -4.144, 0.320], [-1.216, 3.916, -1.044], [1.234, -1.974, -3.313], [2.707, 1.566, 3.024], [-0.178, 5.915, 1.474], [4.085, 0.075, -0.477], [-3.541, 0.597, 1.024], [-0.639, -7.429, 4.824], [-0.129, -3.916, 0.087], [0.243, 0.223, 0.015], [-4.588, -2.303, -2.162], [-5.847, 0.009, 3.405], [1.833, -3.187, 0.236], [-0.656, -2.753, -0.265], [-1.270, -0.741, 3.576], [6.758, 2.929, 3.434], [0.646, -0.861, 3.207], [-1.947, -1.893, -3.805], [4.468, 2.759, 4.299]]
}